# 1
C5H5Br2N4O | the ωB97M-V functional and the def2-TZVPD basis

```
! wB97M-V def2-TZVPD RIJCOSX def2/J DEFGRID3
* xyz -1 1
C 1.26844 1.67478 -1.15269
C -0.86873 0.95696 1.91868
C 0.05405 0.69038 1.00366
C -3.54814 -0.14557 0.65542
C 0.78607 -0.54606 0.82144
N 1.21909 2.98701 -1.48319
N 0.35671 3.61557 -0.71871
N -0.09825 2.89539 0.22298
N 0.41614 1.65981 0.06428
O 1.84271 0.72224 -1.60469
Br -4.37228 1.59881 0.46466
Br -2.78639 -0.45936 -1.12499
H -1.16498 0.15809 2.54316
H -1.21431 1.98582 2.01531
H 1.45337 -0.78869 1.73680
H 1.46009 -0.55810 -0.08125
H 0.06851 -1.41544 0.87374
*
```

E_HOMO in eV: -4.0

# 2
C3H3I3O | the ωB97M-V functional and the def2-TZVPD basis

```
! wB97M-V def2-TZVPD RIJCOSX def2/J DEFGRID3
* xyz 0 3
C -0.07500 0.48592 0.22656
C 0.15797 0.19719 -1.16707
C 1.11069 0.85840 -1.77511
O -0.82393 3.05140 -1.32392
I 2.56747 2.25262 -1.02298
I 1.46668 0.26162 -3.74120
I -1.04629 2.38182 0.36751
H -0.90524 -0.18397 0.61489
H 0.95470 0.36963 0.69176
H -0.32040 -0.60384 -1.80971
*
```

<S²>: 2.0139
E_HOMO (alpha / beta) in eV: -6.1 / -9.1

# 3
C27H22BF4O17 | the ωB97M-V functional and the def2-TZVPD basis

```
! wB97M-V def2-TZVPD RIJCOSX def2/J DEFGRID3
* xyz -1 1
B 8.72300 38.83800 40.09900
F 9.35300 40.12900 40.43700
F 7.45800 38.93200 39.84200
F 9.38800 38.23500 39.01500
F 8.91500 37.99400 41.26500
C 13.20500 45.02700 43.58300
C 13.64600 43.69100 44.27600
C 12.91100 42.52000 44.10800
O 13.29700 41.51800 44.70700
C 11.80800 42.54100 43.23900
C 11.54800 43.68700 42.27300
C 12.20600 44.94300 42.50600
O 11.92900 45.94600 41.72700
O 10.55700 43.57400 41.36700
O 14.53700 43.82400 45.28100
H 13.79100 45.89700 43.68900
H 11.02300 41.70500 43.22300
H 9.91700 42.76700 41.41000
H 15.21300 42.87300 45.60000
C 13.58000 36.99400 44.13100
C 12.20900 36.73600 43.56100
C 11.69600 35.39900 43.36000
O 10.52600 35.13000 42.86500
C 12.52000 34.26100 43.65900
C 13.85700 34.48800 44.30200
C 14.41900 35.80000 44.26500
O 15.64100 36.04600 44.52100
O 14.59200 33.56400 44.92900
O 11.45700 37.77900 43.16600
H 13.78700 37.80800 44.46800
H 12.20600 33.23500 43.89500
H 15.53200 34.12200 45.05900
H 10.51900 37.50700 42.83900
C 2.08300 37.38800 38.35600
C 2.17400 36.69500 39.66100
C 3.27700 36.86000 40.58900
O 3.37800 36.24300 41.63200
C 4.34700 37.71100 40.11400
C 4.32800 38.40500 38.82000
C 3.28200 38.21500 37.85700
O 3.16300 38.85900 36.85000
O 5.43500 38.98400 38.18800
O 1.17700 35.91100 40.16800
H 1.16900 37.09100 37.98800
H 5.31100 37.41900 40.55200
H 6.15300 39.10700 38.75000
H 1.41600 35.53500 40.96900
C 5.83300 33.75900 44.98900
C 6.21000 33.14000 43.69900
C 6.85000 33.88700 42.70200
O 7.19500 33.47800 41.54700
C 7.13600 35.29800 42.89200
C 6.85700 35.92300 44.30700
C 6.11600 35.20100 45.32600
O 5.74500 35.60100 46.38000
O 7.30600 37.19800 44.67100
O 6.09100 31.72200 43.32400
H 5.26100 33.14200 45.63000
H 7.55200 35.99700 41.94100
H 7.75900 37.37800 43.94100
H 6.20500 31.60800 42.46200
C 11.19500 33.56600 38.77800
C 11.84900 34.98100 38.43500
O 12.67600 35.47600 39.23900
C 11.29900 35.88400 37.41300
H 10.17200 33.80200 39.00900
H 11.94600 33.01600 39.38000
H 11.01500 33.02500 37.74900
H 11.04000 35.13000 36.53900
H 11.85600 36.80800 37.06100
H 10.46700 36.40800 37.65300
*
```

E_HOMO in eV: -7.0

# 4
C27H55N2O4 | the ωB97M-V functional and the def2-TZVPD basis

```
! wB97M-V def2-TZVPD RIJCOSX def2/J DEFGRID3
* xyz 1 1
C 7.29472 2.16670 2.21557
C 7.06790 0.97588 3.14058
C 6.49941 -0.28206 2.47554
C 5.34594 -0.05386 1.49140
C 5.78382 0.02526 0.02961
C 4.60215 0.09723 -0.94056
C 4.03865 1.50323 -1.09299
C 2.83930 1.63556 -2.04828
C 1.50102 1.99609 -1.38532
C 0.58172 0.81412 -1.04107
O 1.42475 -0.12846 -0.40457
C 0.94022 -1.45013 -0.19349
C 1.55538 -2.46027 -1.15636
O 1.38591 -3.75576 -0.63756
C 2.56434 -4.38926 -0.13945
C 2.34786 -5.88656 -0.14852
C -0.07836 0.28066 -2.33075
C -1.51073 -0.29408 -2.27861
C -2.31843 0.06898 -1.04656
C -3.82479 0.05745 -1.24921
C -4.63382 0.03109 0.06461
C -5.39122 -1.27597 0.30446
C -6.53450 -1.06937 1.27463
O -7.16091 -0.05843 1.33278
O -6.76862 -2.11481 2.08844
C -7.76105 -3.06608 1.61492
C -8.87334 -3.16808 2.63059
N -1.86532 1.39860 -0.49781
C -2.07295 2.56395 -1.42634
C -3.20076 3.48188 -0.95941
C -2.70099 4.72636 -0.21726
N -3.72311 5.45232 0.53063
C -0.46242 1.25795 0.01874
H 8.05138 1.93753 1.46375
H 6.38109 2.48490 1.71112
H 7.65842 3.01971 2.78965
H 6.43313 1.27257 3.97943
H 8.03642 0.71548 3.57402
H 7.31824 -0.78940 1.95670
H 6.16868 -0.96032 3.26358
H 4.81716 0.86328 1.77631
H 4.61311 -0.86075 1.58978
H 6.36692 -0.87227 -0.19043
H 6.42905 0.89526 -0.11080
H 4.90752 -0.26897 -1.92581
H 3.82713 -0.58250 -0.58125
H 3.77740 1.91127 -0.11214
H 4.85009 2.13406 -1.46610
H 2.73077 0.72135 -2.63845
H 3.05529 2.42679 -2.76759
H 0.95293 2.67752 -2.03879
H 1.71052 2.54387 -0.46253
H 1.22639 -1.74947 0.81694
H -0.15150 -1.48757 -0.24192
H 1.07730 -2.43359 -2.13932
H 2.60954 -2.20092 -1.28810
H 3.41181 -4.10590 -0.76959
H 2.76549 -4.03855 0.87921
H 1.32200 -6.09433 0.15863
H 2.47051 -6.28907 -1.15332
H 3.02917 -6.38834 0.53446
H -0.07908 1.10281 -3.04660
H 0.57667 -0.47462 -2.75846
H -1.48948 -1.38404 -2.32215
H -2.03918 0.02696 -3.17859
H -2.08059 -0.63199 -0.24145
H -4.05162 -0.81801 -1.85680
H -4.11358 0.94099 -1.82327
H -3.95588 0.17606 0.91593
H -5.34476 0.85410 0.09788
H -5.81411 -1.64479 -0.63258
H -4.74226 -2.04496 0.72127
H -8.15061 -2.72616 0.65256
H -7.25014 -4.01635 1.46432
H -9.54038 -3.99508 2.39385
H -9.44193 -2.23877 2.65055
H -8.44712 -3.31715 3.62217
H -2.45612 1.57717 0.31546
H -2.26509 2.16760 -2.42039
H -1.13119 3.10956 -1.47376
H -3.90782 2.93585 -0.32539
H -3.76779 3.79788 -1.83692
H -2.29302 5.40977 -0.96719
H -1.88328 4.46109 0.45622
H -3.72424 5.18346 1.50584
H -4.65326 5.25514 0.18038
H -0.18010 2.21153 0.46372
H -0.51178 0.52022 0.81754
*
```

SMILES string: CCCCCCCCC[C@]1(OCCOCC)CC[C@H](CCCC(=O)OCC)[N@H+](CCCN)C1
E_HOMO in eV: -12.1

# 5
C10H14OSi | the ωB97M-V functional and the def2-TZVPD basis

```
! wB97M-V def2-TZVPD RIJCOSX def2/J DEFGRID3
* xyz 0 1
C 3.51748 -0.83524 -0.71245
C 3.06836 -1.07371 0.61456
C 2.69375 -0.10359 -1.46820
C 1.74990 -0.66210 0.97304
C 1.42265 0.27955 -1.10094
C 0.90643 -0.02357 0.13370
C 0.39422 0.95464 -2.01107
C -2.35534 -1.65826 -0.29691
C -0.90254 2.49146 1.24548
C -2.26199 -0.38473 0.61597
O -0.77128 1.04036 -1.35739
Si -0.81093 0.72001 0.23156
H 4.50510 -1.11814 -1.13260
H 3.76659 -1.48311 1.28383
H 3.04003 0.14684 -2.45759
H 1.59887 -0.80834 2.10348
H 0.73024 1.88342 -2.30484
H 0.10297 0.44323 -2.95742
H -2.24543 -1.40340 -1.50014
H -1.51054 -2.41049 -0.22047
H -3.29295 -2.15004 -0.12787
H -1.47379 3.16813 0.54873
H -1.51614 2.46679 2.19022
H -0.05534 3.08754 1.58047
H -2.03564 -0.88992 1.54121
H -3.25350 0.20985 0.51805
*
```

SMILES string: CC[Si@]1(C)OCc2ccccc21
E_HOMO in eV: -8.9

# 6
C4H7NO | the ωB97M-V functional and the def2-TZVPD basis

```
! wB97M-V def2-TZVPD RIJCOSX def2/J DEFGRID3
* xyz 0 1
O 0.66584 -2.48255 1.73705
C 0.13011 -0.61534 -0.32820
C -1.25921 -0.06638 -0.60980
C -0.27973 0.96413 -0.99838
N 0.08430 1.73109 0.18846
C 0.84876 0.50901 0.10771
H 0.19029 -1.76608 2.17548
H 0.61451 -2.23619 0.79670
H -1.87655 0.27185 0.22413
H -1.80053 -0.62302 -1.37106
H 0.05528 1.24479 -1.99053
H 0.68967 2.51617 -0.04669
H 1.93727 0.55251 0.11512
*
```

E_HOMO in eV: -8.6